Here is C10H17NOSi in the gas phase from the OMol25 dataset. Energies are from the ωB97M-V functional and the def2-TZVPD basis.

```
30
Properties=species:S:1:pos:R:3:forces:R:3
C -3.473776 0.686157 -1.995217 -1.41 1.44 1.22
C -2.194584 0.174688 -1.478825 0.13 1.33 -0.27
O -1.685260 -0.758715 -2.028277 1.15 -1.79 -0.63
C -1.585129 0.903221 -0.403036 3.52 0.72 3.79
C -2.061205 2.111860 0.198439 1.61 -0.36 -0.13
C -1.156394 2.454216 1.194769 -0.83 1.02 0.62
N -0.147910 1.538094 1.314601 -1.54 1.03 -1.30
C 0.938939 1.780704 2.215617 -2.06 -2.69 2.23
C -0.274275 0.587630 0.393534 -2.63 -1.71 -3.27
Si 0.826295 -0.945494 -0.082179 0.40 -1.12 0.08
C -0.106899 -2.608676 -0.352858 1.10 0.29 3.68
C 2.272948 -1.324234 1.132361 -2.00 2.50 1.02
C 1.793731 -0.755314 -1.685217 0.25 2.68 -0.45
H -4.266985 0.574402 -1.268375 -0.33 -0.62 0.25
H -3.752150 0.322978 -2.918965 -0.43 -1.77 -1.74
H -3.601711 1.730426 -2.202143 0.93 1.12 0.31
H -2.799120 2.771556 -0.234191 -0.31 -0.18 0.45
H -1.145161 3.278035 1.931300 -0.22 -0.45 -0.80
H 1.663342 2.387388 1.786015 1.46 1.02 -0.53
H 0.452974 2.187762 3.141609 0.93 -0.04 -0.77
H 1.242390 0.738863 2.458481 0.70 1.03 0.15
H 0.285551 -2.912234 -1.290208 -0.26 -0.78 -0.86
H 0.187413 -3.326500 0.536295 -0.19 1.19 -1.90
H -1.163331 -2.501819 -0.229244 -0.67 -0.06 -0.71
H 1.974936 -1.684628 2.133701 -0.06 0.54 -0.24
H 2.916360 -2.072060 0.779898 1.13 -0.67 -1.00
H 2.698302 -0.277511 1.188743 0.44 -1.41 0.26
H 2.551597 -1.465298 -1.847538 0.99 -1.39 0.37
H 1.187016 -0.842228 -2.540370 -1.46 -0.51 -1.00
H 2.309218 0.190823 -2.015802 -0.37 -0.35 1.17
```
Positions in Å, forces in eV/Å.

Output
**LUMO**: 0.7 eV
**Strongest force on any atom**: 5.2 eV/A
**ΔE to the lowest compared entry with this formula, charge and spin**: 0.652 eV
**HOMO energy**: -8.18 eV
**HOMO-LUMO gap**: 8.9 eV

These are the Löwdin partial charges, in e, on atoms 1 to 5:
1. C -0.0185
2. C -0.4739
3. O 0.0726
4. C -0.1091
5. C -0.0321

---

Here is 2 unconnected molecules or ions with the total composition C10H17P from the OMol25 dataset. Energies are from the ωB97M-V functional and the def2-TZVPD basis.

```
28
Properties=species:S:1:pos:R:3:forces:R:3
C -2.336194 1.271942 -2.506742 1.91 2.06 -1.32
C -0.863359 1.055588 -2.201155 1.32 0.80 1.86
C -0.496995 1.272806 -0.699651 -1.57 -0.79 -1.12
C 0.180906 2.548871 -0.461357 -1.02 -1.32 2.87
C -0.838363 0.397446 0.271123 0.61 -0.79 -0.58
C -1.456542 -0.956227 0.044802 -0.39 1.24 -2.85
C -0.578476 0.568615 1.653406 0.01 1.21 2.02
P -0.508897 0.820397 3.202488 0.00 -0.33 -1.73
H -2.650846 1.144940 -3.534683 0.21 -0.41 -0.24
H -2.503998 2.305229 -2.295302 -0.46 0.97 0.12
H -2.940113 0.766400 -1.855648 -1.49 -1.69 1.55
H -0.562137 0.075091 -2.375311 0.41 -1.89 -0.83
H -0.078827 1.711668 -2.646067 -1.21 -0.35 -0.68
H 1.184063 2.344741 -0.255984 2.11 0.06 -0.47
H -0.041172 3.269156 -1.163148 -0.08 1.59 -1.50
H -0.129300 2.835982 0.531628 -0.34 0.81 0.38
H -1.791961 -1.179657 -0.968143 0.02 0.77 -0.51
H -0.868568 -1.790712 0.175298 1.81 -1.55 1.25
H -2.334549 -1.036746 0.568501 -2.00 -0.33 1.80
C 1.726856 -2.887813 0.810354 0.02 -3.21 3.23
C 2.033209 -1.661054 1.135393 0.58 -0.54 1.52
C 2.570124 -1.220162 2.532249 -0.77 -3.54 -2.41
H 1.682097 -3.830618 1.499055 0.45 2.09 -0.63
H 1.468718 -3.224116 -0.119744 -0.76 -0.13 -2.64
H 1.911783 -1.026219 0.288963 0.30 1.34 -0.09
H 3.551853 -0.979031 2.350610 2.26 1.83 -0.32
H 1.903442 -0.496259 2.836981 -0.75 1.69 1.47
H 2.767247 -2.100260 3.182083 -1.18 0.42 -0.15
```
Positions in Å, forces in eV/Å.

Output
**LUMO**: 0.2 eV
**Strongest force on any atom**: 4.6 eV/A
**ΔE to the lowest compared entry with this formula, charge and spin**: 2.673 eV
**HOMO energy**: -8.26 eV
**HOMO-LUMO gap**: 8.4 eV

These are the Löwdin partial charges, in e, on atoms 1 to 5:
1. C -0.0678
2. C -0.1862
3. C -0.2333
4. C -0.0434
5. C -0.3524

---

Here is a molecular structure, C10H18AlBeCl5F6GaLiN2NaO6 from the OMol25 dataset. Energies are from the ωB97M-V functional and the def2-TZVPD basis.

```
52
Properties=species:S:1:pos:R:3:forces:R:3
C -1.509573 2.722908 1.581622 0.11 0.38 -0.14
C -0.746605 2.211562 0.351933 -0.41 -0.72 -0.16
N -0.157352 0.896009 0.593315 0.23 0.61 -0.21
Ga -0.298958 -0.194125 -1.031390 -0.79 0.06 -0.14
C 0.268275 0.862184 -2.710837 1.30 -0.71 1.19
N 1.715848 0.635360 -3.026559 -0.52 0.13 0.02
C 0.753512 -1.978357 -0.969311 0.20 0.59 0.27
O 0.680878 -2.720072 -1.897515 0.18 -0.27 -0.19
C 1.707806 -2.461289 0.228041 -0.75 -0.07 -0.15
F 0.976711 -2.544392 1.357001 -0.21 0.06 0.06
F 2.140295 -3.699984 -0.058146 0.47 -0.06 0.04
C 2.888180 -1.500151 0.498327 0.06 -0.51 -0.19
F 3.061781 -0.705837 -0.594168 0.18 0.00 -0.12
F 2.645195 -0.714167 1.538915 -0.12 0.02 0.16
C 4.254075 -2.215202 0.733254 -0.06 0.63 0.20
F 5.048146 -1.332329 1.339373 0.17 0.17 -0.20
F 4.189437 -3.276033 1.521161 -0.28 -0.40 -0.29
C 4.992547 -2.529083 -0.624104 0.13 0.08 0.44
O 6.112375 -2.278274 -0.786619 0.51 0.06 -0.15
O 4.198057 -3.112064 -1.712215 1.38 -0.27 -1.18
H -0.910157 2.668847 2.514942 -0.18 -0.11 -0.45
H -1.943155 3.738193 1.415945 0.09 -0.54 -0.18
H -2.379148 2.078091 1.690381 -0.04 -0.02 0.30
H -1.489484 2.114950 -0.458701 -0.04 0.62 -0.09
H 0.009743 2.954376 0.002954 0.08 -0.03 0.19
H -0.778994 0.470051 1.272319 0.28 -0.29 0.18
H -1.854502 -0.533600 -1.234811 0.41 -0.02 0.17
H 0.037719 1.916791 -2.489131 -0.48 0.41 -0.53
H -0.317333 0.525340 -3.556702 -0.25 0.28 -0.02
H 1.879999 0.502004 -4.014579 0.12 0.33 -0.09
H 2.346069 1.341443 -2.670874 0.43 -0.24 -0.06
H 4.630729 -3.996395 -1.928881 -1.02 -0.65 1.08
Na -0.870989 4.997433 2.703105 0.18 0.16 0.54
Li 1.378428 3.090036 -1.887504 -0.21 -0.41 -0.17
C 1.003706 1.240934 4.077443 -0.01 -2.04 -0.09
O 0.994566 2.631298 4.282405 1.18 1.57 -1.48
H 1.053252 0.632587 4.983383 0.02 0.59 0.33
H 0.127263 0.825995 3.560190 -0.17 0.62 0.02
H 1.838001 0.836030 3.478480 0.10 0.54 -0.03
C -5.442551 0.327489 -1.223436 1.52 -0.20 0.39
Cl -4.753554 1.943633 -1.118498 -0.26 0.00 -0.20
Cl -4.311028 -0.761840 -1.981087 -0.55 0.10 -0.14
Cl -5.872467 -0.238879 0.364635 -0.33 0.03 -0.26
Cl -6.992574 0.410047 -2.217975 -1.50 0.07 -0.72
O 0.876609 -1.876371 4.461712 -0.10 0.13 -0.17
H 0.024286 -2.324121 4.448431 0.01 -0.06 0.15
H 1.262653 -2.088377 3.607502 0.06 -0.08 0.00
Be -8.290596 0.552417 -4.377776 -2.64 -0.96 0.35
Cl 5.479826 -3.210403 -3.323271 -0.61 0.66 0.07
O -10.776668 -0.010487 -4.599244 2.81 0.76 0.47
H -11.025182 -0.483469 -5.417377 0.51 0.10 -0.03
Al 2.144902 3.659294 3.303943 -1.16 -1.11 1.20
```
Positions in Å, forces in eV/Å.

Output
**LUMO**: -11.9 eV
**Strongest force on any atom**: 2.9 eV/A
**HOMO energy**: -14.96 eV
**Total charge**: +3
**HOMO-LUMO gap**: 3.0 eV

These are the Löwdin partial charges, in e, on atoms 1 to 5:
1. C -0.1006
2. C -0.4240
3. N -0.1271
4. Ga 0.4980
5. C -0.3217

---

Question: Number 3 is which compound?
Answer: C10H18AlBeCl5F6GaLiN2NaO6

---

Question: Which of these has the lowest HOMO-LUMO gap?
Answer: C10H18AlBeCl5F6GaLiN2NaO6